Entry 1:
{
  "formula": "C22H23Cl8F3",
  "method": "ωB97M-V/def2-TZVPD",
  "relative_energy_kcal_mol": 782.04,
  "lumo_energy_ev": 0.342,
  "max_force_ev_per_a": 16.50,
  "e_homo_ev": -8.088,
  "charge": 0,
  "species": ["Cl", "Cl", "Cl", "Cl", "Cl", "Cl", "Cl", "Cl", "F", "F", "F", "C", "C", "C", "C", "C", "C", "C", "C", "C", "C", "C", "C", "C", "C", "C", "C", "C", "C", "C", "C", "C", "C", "H", "H", "H", "H", "H", "H", "H", "H", "H", "H", "H", "H", "H", "H", "H", "H", "H", "H", "H", "H", "H", "H", "H"],
  "xyz": [[-2.057, -2.026, 1.172], [-2.645, -1.074, 4.013], [-1.350, 0.405, 1.857], [-1.601, 0.413, -4.535], [-0.089, 1.748, 0.364], [-0.198, -2.349, -4.441], [0.069, -0.445, -1.431], [0.837, -2.046, 1.203], [-3.261, -2.073, 0.126], [1.056, 2.898, -0.363], [5.203, 0.513, 1.687], [1.826, -0.088, 0.466], [3.199, 3.277, 0.628], [-4.697, -1.806, -1.728], [-3.574, -1.448, -0.988], [-5.066, -1.115, -2.812], [4.023, 3.002, 1.658], [1.259, 2.479, 1.837], [-2.904, 0.052, 2.676], [3.472, -1.223, -0.980], [-0.614, 0.028, 0.103], [2.165, -0.932, -0.615], [2.890, 0.311, 1.258], [-0.831, -0.928, -3.612], [4.467, -0.678, -0.209], [-0.608, -2.842, 1.674], [2.093, 2.262, 2.922], [3.471, 2.505, 2.836], [1.813, 2.997, 0.692], [-4.159, -0.195, -3.411], [-2.648, -0.505, -1.529], [-2.943, 0.120, -2.743], [4.205, 0.047, 0.905], [0.223, 2.178, 1.782], [3.770, -1.829, -1.823], [-0.046, -0.583, -2.939], [4.092, 2.214, 3.671], [3.586, 3.765, -0.254], [5.089, 3.172, 1.625], [-0.652, -2.861, 2.763], [-1.685, -1.287, -3.038], [-3.635, -0.305, 1.951], [1.326, -1.368, -1.138], [-2.366, 0.974, -3.066], [-1.700, 0.117, 0.095], [5.475, -0.907, -0.521], [-0.235, -0.552, 0.944], [1.729, 1.653, 3.737], [-5.298, -2.658, -1.443], [0.846, 0.127, 0.865], [-4.562, 0.520, -4.113], [-1.807, -0.147, -0.955], [-5.813, -1.521, -3.478], [2.737, 0.941, 2.121], [-0.630, -3.881, 1.346], [-3.246, 0.952, 3.187]]
}

Entry 2:
{
  "formula": "C17H16ClN3O2",
  "method": "ωB97M-V/def2-TZVPD",
  "relative_energy_kcal_mol": 87.54,
  "lumo_energy_ev": -0.121,
  "max_force_ev_per_a": 4.18,
  "e_homo_ev": -7.676,
  "charge": 0,
  "smiles": "CCn1cccc(NCc2cc3cc(Cl)ccc3[nH]c2=O)c1=O",
  "species": ["Cl", "O", "O", "N", "N", "N", "C", "C", "C", "C", "C", "C", "C", "C", "C", "C", "C", "C", "C", "C", "C", "C", "C", "H", "H", "H", "H", "H", "H", "H", "H", "H", "H", "H", "H", "H", "H", "H", "H"],
  "xyz": [[2.758, 0.011, 5.883], [-1.773, -3.606, 0.672], [-0.490, 2.778, 0.161], [-0.979, 0.418, -0.831], [-0.967, -3.105, 2.567], [1.446, 3.274, -1.266], [1.733, -0.965, 4.874], [2.276, 2.797, -2.347], [-1.072, -1.039, -0.698], [0.595, -1.257, 2.869], [0.079, 1.188, -1.384], [1.023, 0.628, -2.235], [0.496, -3.032, 4.493], [1.401, -2.325, 5.251], [0.257, -0.718, 1.487], [0.577, 5.288, -2.024], [1.566, -0.539, 3.635], [-0.685, -1.458, 0.750], [1.436, 4.635, -0.933], [-1.163, -2.717, 1.274], [2.042, 1.518, -2.755], [0.253, 2.518, -0.745], [-0.032, -2.486, 3.332], [0.886, 4.894, 0.014], [2.739, 1.054, -3.522], [2.007, 0.395, 3.143], [0.743, -0.347, -2.601], [-0.434, 4.838, -2.207], [0.974, 5.295, -3.073], [-1.464, 0.972, -0.151], [-0.336, -1.499, -1.375], [0.498, 6.394, -1.834], [-2.084, -1.380, -0.964], [2.375, 5.196, -0.979], [-1.336, -3.940, 2.945], [0.084, -3.989, 4.766], [0.479, 0.310, 1.169], [3.061, 3.498, -2.840], [1.674, -2.862, 6.117]]
}

Entry 3:
{
  "formula": "C32H43N11",
  "method": "ωB97M-V/def2-TZVPD",
  "relative_energy_kcal_mol": 0.00,
  "lumo_energy_ev": 0.425,
  "max_force_ev_per_a": 1.09,
  "e_homo_ev": -7.789,
  "charge": 0,
  "smiles": "c1cc[nH]c1.c1cc[nH]c1.c1cc[nH]c1.c1cc[nH]c1.c1cc[nH]c1.CC#N.CC#N.CC#N.CC#N.CC#N.CC#N",
  "species": ["N", "N", "N", "N", "N", "N", "N", "N", "N", "N", "N", "C", "C", "C", "C", "C", "C", "C", "C", "C", "C", "C", "C", "C", "C", "C", "C", "C", "C", "C", "C", "C", "C", "C", "C", "C", "C", "C", "C", "C", "C", "C", "C", "H", "H", "H", "H", "H", "H", "H", "H", "H", "H", "H", "H", "H", "H", "H", "H", "H", "H", "H", "H", "H", "H", "H", "H", "H", "H", "H", "H", "H", "H", "H", "H", "H", "H", "H", "H", "H", "H", "H", "H", "H", "H", "H"],
  "xyz": [[3.434, 11.502, -24.620], [3.884, 10.140, -20.121], [6.395, 9.205, -21.874], [4.762, 6.586, -18.927], [6.289, 12.432, -20.314], [5.519, 10.447, -16.915], [-2.427, 6.076, -19.929], [3.705, 5.606, -21.661], [2.420, 11.941, -16.957], [1.769, 7.828, -12.818], [-0.436, 9.842, -19.323], [2.061, 8.191, -14.097], [2.800, 7.090, -23.050], [5.516, 6.793, -18.087], [2.629, 8.916, -18.200], [3.056, 13.507, -18.941], [8.500, 9.006, -22.513], [2.901, 12.850, -22.965], [6.470, 7.076, -17.037], [3.968, 7.830, -12.964], [6.075, 13.691, -20.797], [-1.610, 6.099, -19.123], [3.778, 11.875, -23.360], [3.325, 9.590, -19.283], [2.348, 12.229, -25.042], [4.797, 11.264, -14.553], [2.698, 12.658, -17.808], [7.477, 9.899, -22.331], [3.152, 6.849, -21.748], [7.350, 12.447, -19.454], [7.861, 13.716, -19.440], [3.245, 5.963, -23.797], [3.424, 8.221, -14.218], [2.927, 7.604, -12.120], [1.975, 13.048, -24.026], [0.054, 10.158, -20.312], [8.027, 7.729, -22.106], [6.742, 7.908, -21.631], [0.643, 10.532, -21.582], [3.780, 5.061, -22.921], [-0.575, 6.160, -18.102], [5.266, 10.801, -15.854], [7.042, 14.507, -20.291], [4.996, 7.760, -12.646], [7.382, 10.939, -22.591], [5.225, 12.232, -14.305], [0.850, 7.728, -12.428], [6.256, 6.487, -16.147], [5.597, 11.700, -20.373], [1.887, 9.618, -17.820], [1.904, 12.072, -26.009], [5.520, 9.607, -21.584], [6.403, 8.126, -16.747], [3.896, 10.858, -25.237], [2.891, 7.208, -11.120], [0.226, 5.443, -18.235], [4.033, 13.962, -18.805], [9.477, 9.244, -22.901], [4.287, 4.128, -23.094], [-0.161, 7.174, -18.097], [5.996, 7.198, -21.312], [3.110, 5.784, -24.852], [7.483, 6.888, -17.385], [4.531, 11.328, -22.822], [8.698, 13.995, -18.821], [4.056, 5.187, -20.818], [0.180, 11.445, -21.972], [7.604, 11.553, -18.910], [2.929, 13.283, -21.977], [3.040, 12.904, -19.848], [2.350, 8.024, -23.343], [7.172, 15.557, -20.491], [2.297, 14.283, -19.048], [-1.041, 6.087, -17.118], [3.371, 8.782, -17.411], [1.696, 10.796, -21.505], [1.290, 8.454, -14.801], [3.047, 7.425, -20.845], [3.977, 8.444, -15.116], [0.455, 9.783, -22.349], [1.130, 13.715, -24.000], [8.513, 6.768, -22.068], [3.713, 11.340, -14.626], [5.063, 10.537, -13.790], [5.234, 13.925, -21.427], [2.201, 7.964, -18.490]]
}

Entry 4:
{
  "formula": "C17H32NNdO",
  "method": "ωB97M-V/def2-TZVPD",
  "spin_multiplicity": 4,
  "relative_energy_kcal_mol": 0.00,
  "lumo_energy_ev": [-6.825, -6.637],
  "max_force_ev_per_a": 3.41,
  "e_homo_ev": [-14.406, -14.436],
  "charge": 2,
  "s_squared": 3.757,
  "species": ["Nd", "O", "N", "C", "C", "C", "C", "C", "C", "C", "C", "C", "C", "C", "C", "C", "C", "C", "C", "C", "H", "H", "H", "H", "H", "H", "H", "H", "H", "H", "H", "H", "H", "H", "H", "H", "H", "H", "H", "H", "H", "H", "H", "H", "H", "H", "H", "H", "H", "H", "H", "H"],
  "xyz": [[0.125, 0.543, 0.081], [0.989, -0.089, 2.064], [0.538, -0.319, 4.234], [-1.155, 0.787, 2.784], [-0.160, 0.024, 5.470], [0.585, 4.228, -2.007], [0.673, -1.271, -1.737], [1.472, -2.866, 0.162], [-1.544, -2.545, 1.018], [0.474, -2.001, -0.518], [1.915, -1.262, -2.553], [1.624, 2.236, -0.802], [-2.989, -0.677, -1.092], [-0.577, -0.672, -2.100], [-0.842, 0.084, -3.350], [0.361, 3.088, -0.992], [-0.892, -1.859, -0.130], [0.163, 0.108, 3.049], [-1.546, -1.030, -1.098], [1.783, -1.073, 4.316], [2.775, -1.598, -1.962], [-0.901, -0.608, -4.208], [-1.170, -0.401, 5.493], [-3.365, -0.486, -0.070], [1.398, 4.883, -1.672], [0.426, -0.388, 6.291], [-0.838, -2.709, 1.845], [2.492, -2.635, -0.175], [-2.401, -1.976, 1.401], [1.826, -1.936, -3.420], [1.772, 1.698, 0.250], [-0.537, 2.515, -1.339], [0.848, 3.841, -2.999], [2.502, 2.887, -0.761], [-0.232, 1.112, 5.591], [-1.793, 0.628, -3.297], [-1.657, 1.063, 3.724], [-0.043, 0.808, -3.571], [-1.918, -3.537, 0.705], [1.811, 1.513, -1.624], [1.285, -3.935, -0.054], [2.137, -0.260, -2.940], [1.701, -2.041, 3.792], [0.068, 3.533, -0.028], [-3.579, -1.515, -1.507], [1.437, -2.738, 1.255], [-1.017, 1.742, 2.219], [-3.193, 0.213, -1.705], [2.630, -0.516, 3.887], [-1.865, 0.122, 2.241], [1.966, -1.260, 5.374], [-0.313, 4.848, -2.121]]
}

It is found that the E values, taken in the order of the records, are -4831.930101; -1432.291655; -1847.400060; -1357.826622 a.u..